C21H15Cl5O2Ru | wB97M-V/def2-TZVPD

```
44
C21H15Cl5O2Ru, DFT wB97M-V/def2-TZVPD
C 0.76 1.47 2.35
C 1.77 -0.74 5.17
H 0.25 2.92 3.85
C 1.83 -1.73 -1.27
Cl 2.83 -4.02 -2.27
C -1.58 2.36 -0.40
C 2.96 -2.41 -1.70
C -2.01 -0.16 -1.49
C -0.90 1.99 -1.57
C 0.98 -2.12 3.34
H -0.25 2.69 -2.07
C 0.96 0.30 3.14
H -3.29 -1.82 0.21
H 1.90 3.05 3.22
H 2.19 -0.67 6.16
Cl 0.25 -2.46 -1.23
C 3.06 0.23 -0.75
H -2.24 -1.11 -1.96
O 0.05 -1.15 1.45
H 0.55 3.58 2.21
C 0.86 2.84 2.95
H 1.77 -2.90 5.15
C 1.49 0.38 4.45
C 4.17 -1.74 -1.64
H -2.87 1.72 1.19
C -2.39 1.44 0.26
O 0.55 1.44 1.11
H -0.74 0.49 -3.11
C 1.52 -2.00 4.59
Ru 0.01 -0.01 -0.10
C 0.66 -0.97 2.60
H -4.57 -0.63 -0.03
H -1.41 3.34 0.02
C 1.84 -0.44 -0.80
Cl 5.73 0.40 -1.12
Cl 5.60 -2.53 -2.17
H -3.63 -0.62 1.46
H 0.76 -3.09 2.90
Cl 3.16 1.88 -0.26
C -1.15 0.74 -2.14
C 4.22 -0.42 -1.17
C -3.57 -0.79 0.39
C -2.61 0.16 -0.27
H 1.69 1.36 4.88
```

Properties
LUMO energy (spin up / spin down) (eV): -3.944 / -4.558
Total charge: +1
Max |F| (eV/Å): 0.723
HOMO level (spin up / spin down) (eV): -11.37 / -11.31
Frontier orbital gap (spin up / spin down) (eV): 7.43 / 6.75
Relative energy (zero: lowest compared OMol25 entry of this formula, charge and spin) (kJ/mol): 71.9
Expectation value of S²: 0.76
2S+1: 2